[1]
C21H34FO5 | ωB97M-V with the def2-TZVPD basis set

Output
2S+1 = 1
Charge = -1

```
61
Properties=species:S:1:pos:R:3:forces:R:3:lowdin_charge:R:1
C 1.3020 -0.0549 -1.4870 -1.350 -1.064 -0.435 -0.1433
C -0.1845 -0.7728 -1.4053 -2.313 -1.142 0.192 -0.2153
C -1.3034 -0.4312 -2.5749 -1.207 -2.858 3.615 -0.0475
C -2.8089 -1.1482 -2.4479 4.095 -0.299 2.723 -0.0415
C -3.0529 -2.1634 -1.1694 1.336 -0.116 -0.772 -0.1586
C -4.5883 -2.8181 -1.0644 1.941 1.453 -0.114 -0.2027
C -5.5506 -1.5367 -0.5855 0.196 -0.594 0.557 -0.3825
O -4.7255 -0.5507 0.1725 -0.625 0.136 -1.513 -0.2187
F -5.9514 -0.8208 -1.8211 0.843 -0.393 0.482 -0.2243
C -1.9514 -2.5331 -0.0108 1.303 3.409 -3.925 -0.0220
C -0.4639 -1.8150 -0.1448 -3.852 0.487 -2.534 -0.0316
H 1.4565 0.6256 -0.5375 -0.094 -1.418 -1.999 0.0789
H 1.3219 0.5645 -2.4802 0.123 -1.160 2.217 0.0352
H 2.0837 -0.9423 -1.5605 -1.371 2.042 0.374 0.0672
H -1.0505 0.3147 -3.4627 -0.477 -1.740 2.181 0.0720
H -3.6202 -0.8938 -3.2731 1.736 -0.822 2.205 0.0839
H -4.8984 -3.2581 -2.1040 0.466 0.945 1.936 0.0884
H -4.6366 -3.6766 -0.2522 0.239 1.897 -1.624 0.0784
H -4.3905 0.1761 -0.4318 -0.326 -1.385 0.501 0.0614
H -2.2670 -3.2730 0.8459 0.825 1.656 -1.894 0.0692
H 0.3352 -2.0474 0.6808 -1.543 0.709 -1.991 0.0488
C 2.8724 4.2593 -2.8989 -0.367 -0.478 0.002 -0.0352
C 1.9512 3.5009 -3.8167 -0.593 -1.420 0.722 -0.4728
O 1.3532 2.4965 -3.4340 0.695 1.501 -0.719 0.0367
C 1.7899 4.0189 -5.2208 -0.360 -0.338 -0.233 -0.0297
H 2.8908 3.7711 -1.9188 -0.028 0.122 -0.248 0.0888
H 3.8858 4.2608 -3.3080 -0.057 0.246 -0.019 0.0912
H 2.5112 5.2831 -2.7730 0.276 -0.225 -0.222 0.0603
H 2.7552 4.0097 -5.7334 -0.039 0.221 0.045 0.0817
H 1.3805 5.0320 -5.1984 0.218 0.026 -0.062 0.0818
H 1.0960 3.3725 -5.7686 0.146 0.127 0.146 0.0835
C 1.1967 7.3072 -0.4207 0.006 -0.104 -0.481 -0.0188
C 2.5816 6.7640 -0.1900 0.875 -0.557 -1.131 -0.4710
O 3.2511 6.3079 -1.1155 -0.714 1.021 1.517 0.0239
C 3.1156 6.8003 1.2169 0.431 -0.247 -0.089 -0.0243
H 0.9436 7.2164 -1.4823 0.058 0.013 0.241 0.0838
H 0.4712 6.7344 0.1622 0.019 0.195 0.086 0.0922
H 1.1607 8.3633 -0.1416 -0.114 -0.111 0.158 0.0852
H 2.4754 6.2049 1.8728 -0.035 0.216 0.048 0.0891
H 3.1651 7.8338 1.5690 -0.181 -0.092 0.105 0.0842
H 4.1251 6.3759 1.2330 -0.238 0.087 -0.034 0.0849
C 3.6288 -3.9781 0.6473 -0.242 0.291 -0.348 -0.0234
C 3.0524 -3.3658 1.8959 -1.210 1.383 -0.177 -0.4827
O 2.2559 -2.4303 1.8394 1.249 -1.312 0.213 0.0414
C 3.4883 -3.9424 3.2163 -0.256 0.272 0.343 -0.0318
H 3.2251 -3.4614 -0.2298 0.046 -0.105 0.224 0.0825
H 4.7162 -3.8689 0.6479 -0.019 -0.214 0.048 0.0820
H 3.3522 -5.0339 0.5894 0.201 0.010 0.045 0.0866
H 4.5696 -3.8317 3.3313 -0.024 -0.219 -0.039 0.0807
H 3.2055 -4.9966 3.2729 0.212 0.006 -0.028 0.0844
H 2.9922 -3.4022 4.0297 0.088 -0.108 -0.212 0.0831
C -4.5033 -4.1383 3.6330 0.073 -0.117 -0.496 -0.0211
C -3.1184 -4.6815 3.8636 0.693 -0.542 -1.438 -0.4936
O -2.4489 -5.1376 2.9381 -0.767 0.522 1.300 0.0399
C -2.5844 -4.6451 5.2706 0.502 -0.201 -0.019 -0.0367
H -4.7564 -4.2291 2.5713 0.067 0.099 0.240 0.0820
H -5.2288 -4.7110 4.2159 0.007 0.178 0.129 0.0813
H -4.5393 -3.0822 3.9120 -0.127 -0.100 0.084 0.0921
H -3.2246 -5.2405 5.9265 -0.052 0.214 0.055 0.0794
H -2.5349 -3.6117 5.6227 -0.173 -0.097 0.095 0.0840
H -1.5749 -5.0696 5.2866 -0.212 0.091 -0.032 0.0787
```
Positions in Å, forces in eV/Å.

[2]
C21H34KN8 | ωB97M-V with the def2-TZVPD basis set

Output
2S+1 = 1
ΔE to the lowest compared entry with this formula, charge and spin = 6.6 kcal per mole
Charge = +1

```
64
Properties=species:S:1:pos:R:3:forces:R:3:lowdin_charge:R:1
K 0.0024 -1.7775 -0.7235 -0.076 -1.377 -0.534 0.8358
C 3.2351 -1.7854 -1.2413 -0.002 -0.011 -0.300 -0.0747
N 3.3336 -0.8131 -0.1866 -0.247 0.072 0.005 -0.1613
C 3.7155 -1.3930 1.0822 0.163 -0.136 0.260 -0.0417
C 2.4601 0.2557 -0.1791 0.213 0.313 0.052 -0.3898
N 1.4223 0.2351 -0.9484 0.078 0.070 -0.062 0.0326
C 0.7155 1.4072 -1.2380 -0.151 0.442 -0.241 -0.2553
C 1.3878 2.5680 -1.6210 -0.066 -0.058 -0.081 -0.0412
C 0.7150 3.7526 -1.8514 0.092 0.054 0.002 -0.0812
C -0.6517 3.8107 -1.6403 -0.084 0.038 -0.041 -0.0832
C -1.3451 2.6503 -1.3536 0.108 0.020 0.123 -0.0501
C -0.6947 1.4208 -1.2357 0.157 0.540 0.010 -0.2565
N -1.4202 0.2453 -1.0278 -0.135 0.106 0.158 0.0356
C -2.5224 0.0017 -1.6585 -0.307 0.188 -0.162 -0.3893
N -2.9676 0.5666 -2.8207 0.043 -0.135 0.123 -0.1551
C -2.0976 1.1975 -3.7804 0.213 0.033 -0.194 -0.0379
C -4.3748 0.8037 -3.0653 -0.160 0.076 0.036 -0.0440
N -3.3834 -0.9558 -1.1469 0.250 0.094 -0.068 -0.1796
C -3.7926 -2.0381 -2.0106 -0.144 -0.252 -0.164 -0.0477
C -3.2090 -1.3579 0.2215 0.047 0.067 0.277 -0.0694
N 2.8176 1.2518 0.6903 0.029 -0.090 -0.022 -0.1574
C 1.8642 2.1302 1.3166 -0.183 0.128 0.091 -0.0408
C 4.1969 1.6421 0.8800 0.206 0.076 -0.042 -0.0491
H 4.2225 -2.2117 -1.4243 -0.065 -0.097 0.008 0.0993
H 2.8858 -1.2947 -2.1472 0.016 -0.111 -0.019 0.0934
H 2.5520 -2.6119 -0.9783 0.153 0.033 -0.076 0.0647
H 4.7210 -1.8030 1.0045 0.064 -0.048 0.085 0.0987
H 3.0243 -2.2002 1.3603 0.068 0.017 -0.002 0.0822
H 3.6944 -0.6447 1.8672 0.039 -0.027 0.034 0.0850
H 2.4621 2.5187 -1.7354 0.084 0.024 -0.013 0.1220
H 1.2562 4.6241 -2.1864 0.065 0.115 0.084 0.1063
H -1.1785 4.7481 -1.7253 -0.076 0.092 -0.071 0.1064
H -2.4198 2.6729 -1.2272 -0.056 0.032 -0.005 0.1221
H -1.0702 0.8747 -3.6278 -0.010 0.035 -0.092 0.1007
H -2.1312 2.2889 -3.7080 0.031 -0.064 -0.042 0.0927
H -2.4233 0.9069 -4.7818 0.054 -0.019 -0.002 0.0983
H -4.9818 0.3295 -2.3012 -0.015 0.027 -0.030 0.0904
H -4.6627 0.4237 -4.0477 -0.027 -0.008 0.006 0.0953
H -4.5646 1.8805 -3.0438 -0.075 0.032 -0.059 0.0969
H -3.8081 -1.7183 -3.0470 -0.015 -0.025 -0.041 0.0871
H -4.7911 -2.3723 -1.7314 -0.027 -0.101 -0.039 0.0992
H -3.1036 -2.8951 -1.9192 -0.121 0.066 -0.021 0.0947
H -2.9136 -0.4902 0.8041 0.020 -0.084 0.135 0.0915
H -2.4457 -2.1458 0.3372 -0.173 0.053 0.118 0.0614
H -4.1596 -1.7372 0.5975 0.060 -0.094 0.046 0.0997
H 0.8598 1.7421 1.1831 -0.077 0.065 0.067 0.0829
H 1.9026 3.1440 0.9031 -0.033 -0.079 0.013 0.0964
H 2.0868 2.1838 2.3847 -0.014 0.001 0.048 0.0971
H 4.8531 0.9961 0.3046 0.023 0.016 0.021 0.0941
H 4.4864 1.5988 1.9342 -0.021 -0.011 -0.017 0.0933
H 4.3304 2.6732 0.5338 0.028 -0.029 0.040 0.0966
N 0.1582 -1.6252 5.8829 -0.020 -0.001 0.231 0.1391
C 0.1459 -1.8362 4.5496 0.078 -0.038 -0.461 -0.3155
C 0.4689 -3.0848 3.9970 -0.032 0.127 0.075 -0.0057
C 0.4706 -3.2351 2.6300 0.033 -0.136 0.171 -0.1524
N 0.1854 -2.2600 1.7674 0.044 -0.138 0.192 -0.0770
C -0.1183 -1.0725 2.2934 0.055 0.004 0.197 -0.1780
C -0.1513 -0.8083 3.6416 -0.016 -0.021 0.154 -0.0017
H 0.2483 -2.4038 6.5123 -0.017 0.104 0.012 0.1110
H -0.1795 -0.7559 6.2556 0.005 -0.064 0.057 0.1095
H 0.7167 -3.9089 4.6457 0.038 -0.186 0.025 0.1128
H 0.7170 -4.1940 2.1912 0.022 -0.088 0.050 0.1141
H -0.3449 -0.2875 1.5845 -0.102 0.214 -0.089 0.0833
H -0.4071 0.1751 4.0043 -0.031 0.150 -0.015 0.1139
```
Positions in Å, forces in eV/Å.

[3]
C21H34N4O8PSV | ωB97M-V with the def2-TZVPD basis set

Output
2S+1 = 1
Charge = 0

```
70
Properties=species:S:1:pos:R:3:forces:R:3:lowdin_charge:R:1
V 0.0288 -0.5904 1.0230 -0.400 1.275 -0.068 0.8366
N 1.3577 -0.6983 5.3763 -0.032 0.057 -0.016 0.0745
C 0.8362 -1.0115 4.1567 -0.146 -0.160 -0.107 -0.7983
S 1.5104 -0.2027 2.7797 0.146 0.234 0.202 0.8566
N -0.0617 -1.9304 4.0686 -0.032 0.040 -0.076 0.0004
N -0.3952 -2.1888 2.7426 0.610 -0.266 0.169 -0.0646
C -0.6425 -3.4261 2.5399 -0.095 -0.207 -0.349 -0.0560
C -1.0424 -3.9508 1.2479 0.119 0.073 -0.063 -0.1433
C -1.7753 -5.1354 1.1414 0.033 -0.006 0.022 -0.0379
C -2.1594 -5.6195 -0.0932 -0.022 -0.044 -0.001 -0.0941
C -1.7830 -4.9348 -1.2493 0.014 0.011 -0.013 -0.0755
C -1.0278 -3.7794 -1.1726 0.047 -0.032 0.018 0.0038
C -0.6441 -3.2827 0.0830 -0.527 0.143 -0.256 -0.3247
O 0.0492 -2.1639 0.1353 0.335 -0.323 0.121 -0.1791
H 1.7814 0.2084 5.4693 -0.001 -0.004 0.018 0.0814
H 0.8504 -1.0474 6.1734 0.012 -0.010 0.002 0.0975
H -0.5014 -4.1474 3.3425 -0.318 0.204 0.241 0.1364
H -2.0516 -5.6637 2.0466 -0.005 0.002 0.002 0.1149
H -2.7400 -6.5291 -0.1651 0.002 -0.001 0.006 0.1010
H -2.0749 -5.3179 -2.2190 0.004 0.009 -0.005 0.1075
H -0.7011 -3.2396 -2.0527 -0.019 0.011 -0.003 0.1345
C 4.5865 0.9520 1.4021 -0.035 -0.038 0.018 -0.0352
C 3.9536 2.2659 0.9795 -0.090 -0.008 -0.017 -0.6084
C 5.0012 3.1881 0.3752 0.013 0.016 0.011 -0.0296
C 3.2189 2.9618 2.1149 0.017 0.004 0.004 -0.0292
O 3.0154 2.0487 -0.1107 0.024 0.003 -0.022 -0.1504
P 1.8195 1.0505 -0.3723 -0.230 -0.099 0.198 0.2831
O 2.0842 -0.4131 -0.2756 0.157 -0.159 0.029 -0.2763
O 0.6738 1.2836 0.6605 -0.019 -0.136 -0.230 -0.4096
O 1.4450 1.4724 -1.8301 0.000 -0.002 -0.018 -0.1275
C 0.9833 2.7478 -2.3657 0.018 -0.052 0.038 -0.5954
C -0.0606 3.3575 -1.4434 -0.012 0.012 -0.007 -0.0193
C 2.1757 3.6757 -2.5478 -0.007 0.013 -0.015 -0.0272
C 0.3780 2.3751 -3.7083 0.011 0.002 -0.026 -0.0159
H 5.3392 1.1448 2.1689 0.011 0.002 -0.015 0.0931
H 5.0652 0.4734 0.5476 0.007 0.000 0.001 0.0969
H 3.8481 0.2648 1.8092 0.070 0.003 -0.045 0.0161
H 5.7621 3.4252 1.1201 -0.001 -0.002 0.002 0.0894
H 4.5427 4.1187 0.0390 0.000 -0.002 -0.005 0.0820
H 5.4821 2.7065 -0.4762 -0.004 0.003 -0.004 0.0921
H 3.9224 3.2121 2.9113 0.000 -0.014 0.003 0.0913
H 2.4341 2.3286 2.5224 -0.008 0.013 0.001 0.0314
H 2.7659 3.8856 1.7514 0.004 0.002 -0.002 0.0916
H 0.3691 3.6283 -0.4781 0.000 0.000 0.001 0.0826
H -0.8686 2.6476 -1.2692 -0.001 0.002 0.000 0.0805
H -0.4678 4.2574 -1.9075 0.006 0.000 -0.004 0.0933
H 2.5815 3.9953 -1.5900 0.003 -0.003 -0.004 0.0672
H 1.8639 4.5577 -3.1103 -0.008 0.002 0.007 0.0895
H 2.9614 3.1681 -3.1082 0.002 -0.001 0.003 0.0949
H -0.4261 1.6516 -3.5790 -0.004 0.006 0.007 0.0669
H 1.1418 1.9298 -4.3475 0.001 0.004 0.004 0.0931
H -0.0094 3.2689 -4.2012 -0.007 -0.001 0.004 0.0900
O -1.3760 -0.0792 1.4885 0.240 -0.386 0.172 -0.2813
O -2.0661 0.0512 -2.9596 0.007 0.025 -0.005 0.0388
C -1.8934 -0.0064 -1.7448 0.001 0.080 0.097 -0.6135
O -0.8139 -0.1369 -1.1073 -0.010 -0.249 -0.010 -0.0641
C -3.1677 0.0829 -0.8483 0.035 -0.019 0.002 -0.1485
N -3.2619 -1.2271 -0.0698 -0.145 -0.211 0.102 0.1041
C -4.5353 -1.9245 -0.4634 0.058 0.047 0.021 -0.0965
C -4.8405 -1.3182 -1.8225 0.021 -0.013 -0.016 -0.1464
C -4.4841 0.1500 -1.6055 0.024 -0.003 -0.012 -0.1273
H -3.0178 0.8759 -0.1202 -0.024 0.007 0.009 0.1483
H -3.1720 -1.0564 0.9315 0.026 0.031 -0.006 0.1493
H -2.4718 -1.8329 -0.3035 0.198 0.123 -0.094 0.1258
H -5.2945 -1.6643 0.2726 -0.018 -0.019 -0.009 0.1313
H -4.3629 -2.9988 -0.4515 -0.012 -0.007 0.000 0.1234
H -5.8708 -1.4883 -2.1278 -0.014 0.011 0.032 0.1191
H -4.1755 -1.7397 -2.5789 -0.026 -0.007 -0.016 0.1229
H -5.2525 0.6451 -1.0067 -0.012 0.017 -0.023 0.1201
H -4.3391 0.6885 -2.5378 0.008 -0.001 0.001 0.1222
```
Positions in Å, forces in eV/Å.

| no. | frontier orbital gap (eV) |
| --- | --- |
| 1 | 3.50 |
| 2 | 7.84 |
| 3 | 7.72 |